Record 1
120
Properties=species:S:1:pos:R:3 method="wB97M-V/def2-TZVPD" homo_lumo_gap_ha=0.3369 relative_energy_kcal_mol=389.7 total_charge=0
O 0.636 -3.147 -2.621
O -0.218 2.215 -3.240
H -0.566 1.631 -2.562
C 1.400 -0.285 3.638
H 2.704 0.168 -4.666
C 7.156 1.037 1.729
C -4.465 -1.288 0.158
H 2.014 0.802 1.244
C -0.503 -1.839 -1.243
H -1.782 1.670 2.816
C 3.563 0.023 -4.010
H -0.371 0.013 5.898
H -2.081 1.637 2.036
H -0.556 -2.772 -0.683
O 2.215 1.276 -0.839
C -2.108 3.341 -2.337
N 3.824 -1.705 0.163
H 0.884 0.670 3.534
C -1.559 1.136 1.221
H 7.240 4.042 2.891
H 1.375 -0.893 -4.028
H 0.099 0.247 1.063
H -4.268 0.221 -1.477
H 3.172 -3.090 -1.456
H -0.928 3.111 0.140
C -1.383 2.132 -0.012
H -0.419 -1.094 -0.451
H 4.884 -3.059 -0.946
H 5.126 2.843 0.049
H 5.060 -1.719 -2.959
H -2.356 2.481 -0.359
C -2.058 0.317 4.386
H -3.145 2.652 -4.924
O 1.622 -0.861 2.347
H 8.339 3.634 1.610
C -1.315 3.077 -3.652
C 4.306 -1.354 -2.262
C -2.053 -0.131 0.584
H 0.062 -0.004 4.168
H -1.471 3.561 -1.480
H -0.766 1.820 -0.855
H -1.606 2.229 -5.575
H -2.846 0.516 5.112
C 2.468 -0.166 1.456
H 1.460 -3.074 -3.109
H 1.253 2.212 -2.463
H 6.151 -0.662 0.974
H 0.365 0.128 -3.032
H 0.899 2.952 -0.968
H -3.397 -1.505 0.164
H -7.515 -6.043 2.246
H -4.490 -3.329 1.369
H 2.346 -0.317 -0.720
C 0.479 -0.890 -3.407
H 1.805 -1.647 0.166
H 8.502 2.774 3.123
C -2.157 2.290 -4.637
H 3.934 1.595 -1.883
C -4.808 -3.642 0.374
H 0.640 -0.869 4.158
H 7.911 1.159 0.953
H -8.518 -4.589 2.429
H 7.587 0.652 2.653
H 1.548 -1.621 -1.616
C -7.896 -5.158 1.738
H 3.709 0.938 -3.436
N 5.065 0.776 0.103
C 4.399 2.042 0.184
C -5.911 -4.697 0.515
H -5.878 0.058 -0.809
O -6.887 -4.221 1.408
C -4.971 2.306 -0.119
H 3.811 -2.355 0.937
C 1.104 1.976 -1.409
H -3.926 -4.093 -0.081
H -4.912 -1.154 1.143
H -8.556 -5.588 0.985
H -2.558 4.295 -2.611
H -2.157 -1.027 1.196
H -2.663 -1.848 4.085
O -0.288 0.803 1.744
H -6.183 -2.346 -0.328
H -3.106 -0.077 0.305
H -4.736 3.090 0.601
H 3.913 2.139 1.155
H 2.299 -0.345 4.250
O -2.258 1.552 3.641
H 4.394 -0.185 -4.684
H -2.812 2.534 -2.134
H -1.402 -1.570 -1.797
H 3.328 3.094 -1.262
C 7.774 3.207 2.438
N -5.177 -2.413 -0.393
H -3.362 -0.686 2.953
H -5.624 -5.682 0.884
C -0.596 0.435 4.918
H 4.347 0.093 -0.093
C 4.006 -2.452 -1.164
C 3.433 2.036 -1.022
C -4.818 -0.017 -0.567
C 5.824 0.327 1.295
H -1.701 -1.260 2.735
H -2.338 1.323 -4.169
H -6.442 -4.871 -0.421
C 0.644 -1.829 -2.187
H -4.542 2.542 -1.092
H -6.048 2.212 -0.263
O 3.162 -1.025 -3.102
O 6.756 2.300 2.097
H -0.838 3.922 -4.149
C 2.621 -0.925 0.142
H 3.497 -0.051 1.796
C -2.448 -0.971 3.474
H -0.401 -1.160 -3.991
H 4.702 -0.444 -1.812
O -4.429 1.048 0.355
H 0.264 1.291 -1.300
H 5.232 0.353 2.209
H -1.462 -0.385 -0.295
H -0.283 1.473 5.026


Record 2
129
Properties=species:S:1:pos:R:3 method="wB97M-V/def2-TZVPD" homo_lumo_gap_ha=0.0548 total_charge=+2
H -4.730 2.562 7.187
As -0.579 0.071 -0.320
C 5.292 -0.527 -3.289
H -0.667 -3.045 0.529
C -6.062 0.540 -1.568
H -4.101 -2.595 -0.297
N -4.124 0.492 5.680
H -3.447 -4.160 1.022
C 6.628 -0.494 -0.655
H 2.618 -2.541 5.773
H 4.149 0.375 0.375
H -3.190 3.433 7.024
H 3.922 -3.577 5.215
H -6.194 1.191 -4.212
H -0.820 -4.553 1.338
C 5.849 0.772 -1.142
C 7.347 -1.377 -1.787
C 2.869 -3.335 5.070
H 3.596 -4.456 2.907
H -3.729 2.535 5.105
H -4.291 -0.078 -0.541
H -4.978 3.296 -6.039
H 3.932 -1.209 1.260
H 7.546 1.449 -2.140
H 3.454 -0.300 -4.357
H -7.128 0.349 -1.442
H 3.417 -1.840 -3.410
H 6.253 2.748 -1.959
C -0.428 -2.896 3.214
H 7.892 -2.165 -1.266
C 4.995 1.030 0.165
N -3.627 2.007 -3.358
H 4.387 -1.877 -4.699
H 6.189 -0.249 -5.299
H -5.674 -0.208 -2.259
H 1.197 3.208 -2.537
C -1.359 -3.627 1.138
C -5.133 0.578 -0.320
N 4.919 0.325 -2.155
O -1.690 0.810 4.085
H -6.485 0.742 1.071
C -5.286 0.987 -4.780
H 0.735 4.664 -1.959
H -2.334 -3.942 -1.798
H -3.067 1.918 7.804
H 4.729 2.086 0.193
H -5.368 2.584 0.281
H 3.386 1.243 -1.759
H -2.616 -1.827 -0.430
C 6.136 0.262 -4.337
H 8.088 -0.824 -2.364
H -1.394 2.634 5.058
H -4.921 0.020 -4.433
N -5.922 -0.042 0.775
H 5.416 -2.431 -2.237
C 6.824 1.946 -1.491
C -3.347 1.748 5.756
C -4.540 1.880 0.194
H -1.815 3.731 -4.245
O 2.584 -2.865 3.703
H 2.189 -4.163 5.270
C 2.748 -3.832 2.626
C 3.064 -2.987 1.303
H 7.202 2.288 -0.528
H 0.897 3.345 -0.675
H -5.091 0.734 5.844
H 5.707 1.256 -4.461
C 6.111 -1.695 -2.642
N 4.105 -2.069 1.761
C -0.288 0.797 3.736
H -3.870 2.217 -0.597
H -1.711 5.362 -4.811
O 4.012 1.288 -2.485
Al -3.867 -0.976 3.000
C -4.155 2.042 -4.687
H 3.939 -1.878 2.739
H 4.180 -4.605 0.465
F -1.649 1.180 -0.988
C -3.063 2.824 1.705
F -1.808 -0.321 0.963
H -2.324 2.419 2.397
H -0.035 -3.865 3.520
H 2.154 -2.397 1.195
O -0.622 3.133 -2.093
H -0.784 2.352 -1.558
H -2.908 1.318 -3.194
H 2.741 -4.256 -0.444
H -6.539 -0.690 0.306
C -2.410 4.631 -4.405
N -3.192 -2.450 0.118
C -1.870 1.678 5.275
H -3.466 1.641 -5.431
C -3.654 2.447 7.053
H -0.168 0.182 2.845
C -2.636 -4.596 -0.980
C -2.696 -3.782 0.328
C 4.033 -1.142 -3.976
C 0.630 3.611 -1.698
F 0.597 -1.119 0.289
H -6.063 1.554 -1.968
O -3.846 1.684 1.439
H -1.240 1.257 6.058
H 5.963 -1.077 -0.018
H 0.341 -2.388 2.631
C -4.487 3.504 -5.089
H 7.426 -0.211 0.032
H 6.500 -2.329 -3.438
H -2.422 3.105 0.869
H 7.140 0.523 -4.003
H 0.285 0.195 4.441
H -5.548 0.892 -5.834
H 4.115 -3.252 -0.683
H -5.220 4.047 -4.492
F 0.643 0.563 -1.553
H -3.591 3.597 2.263
H -3.963 0.062 6.579
H -0.551 -2.309 4.124
H -2.889 5.010 -3.502
F -1.219 -1.179 -1.416
H -1.890 -5.378 -0.837
O -3.414 4.387 -5.356
O -1.647 -2.874 2.421
C 3.565 -3.785 0.093
F 0.180 1.359 0.750
H 0.249 1.716 3.501
H -3.528 -5.121 -1.322
H -3.225 2.932 -3.305
H 5.558 0.977 1.097
H 1.969 -4.559 2.393


Record 3
125
Properties=species:S:1:pos:R:3 method="wB97M-V/def2-TZVPD" homo_lumo_gap_ha=0.3044 total_charge=-1
H 2.545 2.414 -1.646
H -0.811 -0.693 -2.949
C -3.817 -3.930 2.855
H -0.470 3.903 1.216
H 7.269 0.004 -2.953
C -2.130 -3.039 6.107
C 4.533 -1.233 -4.475
C 5.254 0.016 -3.859
C 2.061 1.631 -2.229
H 3.188 2.056 -5.480
H 0.073 0.236 6.509
C -3.554 2.454 0.609
Cl 0.323 -0.495 1.791
H -4.659 -4.177 2.208
H 4.393 -2.024 -3.738
C -2.063 0.900 -3.800
H -2.600 1.947 0.467
H 0.976 -4.680 3.064
H 6.933 -1.528 -3.596
H 5.063 0.880 -5.853
H -5.344 4.590 0.205
C -1.602 0.008 -2.680
C -6.517 2.093 -1.930
H -7.030 1.133 -1.881
H 2.667 -2.307 -1.847
H 1.264 -3.462 1.041
O -1.218 -2.965 5.013
H -4.083 -3.337 3.730
H 1.400 5.498 0.763
H 6.112 1.749 -4.727
H 0.790 0.735 4.927
C 2.932 1.242 -3.435
C -7.687 3.551 -0.361
H 3.183 -0.271 -5.992
O -6.986 0.942 0.733
H 5.140 -2.717 5.351
H 5.601 -1.297 3.321
O -0.108 -1.613 2.518
H 0.620 -0.965 5.285
H -4.768 -0.791 0.187
H -3.628 0.633 2.604
H -6.919 0.421 -0.071
H -5.260 4.417 -1.574
C 6.447 -0.702 -3.076
H -2.144 -2.089 6.642
H 1.648 4.770 -0.823
H 5.099 -1.661 -5.302
H 3.440 -4.157 -0.975
H 2.901 -1.866 -0.107
H -1.269 -2.075 4.657
H -7.786 4.053 0.602
C -4.143 0.090 0.042
C 3.063 2.427 -4.463
N 4.270 0.803 -2.969
H -4.138 0.262 -1.034
H -6.850 2.662 -2.799
H -1.819 -3.690 6.924
H -7.933 4.296 -1.117
H 1.992 0.787 -1.543
C -5.214 3.890 -0.621
H -2.372 -0.697 -2.366
C -4.620 1.377 0.850
O -1.219 0.004 4.930
H -4.884 1.965 2.856
C -6.331 2.828 -0.599
H 4.079 -1.401 -1.257
O 0.294 -0.690 0.353
O 4.049 -3.445 -0.770
O 3.893 -0.597 4.117
H 4.677 1.498 -1.362
H 5.054 -3.728 4.004
H 3.879 3.124 -4.272
H 2.181 -3.482 2.972
H 6.178 -1.172 -2.131
N -6.003 1.901 0.521
C 2.257 -0.001 -4.100
H 2.643 -6.462 2.392
O -2.857 -3.068 2.194
O 1.403 2.899 1.238
H 1.446 0.281 -4.773
C 0.366 3.606 0.582
C 1.932 -4.469 2.583
H 6.684 0.302 -5.495
C 0.162 0.011 5.446
C 3.378 -2.203 -1.028
C -4.587 1.066 2.317
C 3.143 -0.865 -5.079
H -1.247 0.439 -1.744
H -2.244 -2.861 2.903
H 1.062 1.987 -2.482
O -0.558 0.605 2.066
H -5.542 1.748 -2.274
H -3.075 4.189 -0.629
H 1.008 2.067 1.509
O 1.678 -4.318 1.175
H -1.257 1.528 -4.179
C 5.797 0.759 -5.056
H 0.202 5.603 -0.484
H -3.128 -0.195 0.321
H 3.540 -3.210 4.715
H -2.558 0.810 -5.563
H -2.781 1.648 -3.464
C 0.919 4.920 -0.027
C -3.742 3.327 -0.645
H -5.358 0.336 2.564
H -3.501 2.807 -1.572
C 4.544 -2.876 4.453
H 2.655 -1.809 -5.326
H -3.107 -3.425 5.818
H -1.226 0.119 3.977
H -0.039 3.029 -0.250
H 3.983 -5.366 2.481
H 4.140 -1.830 2.534
H 1.731 -0.613 -3.367
O 1.587 -0.199 2.257
O -2.484 0.134 -4.885
H -3.222 -4.802 3.126
H 2.115 2.939 -4.628
C 2.980 -5.542 2.869
C 4.582 -1.635 3.511
H -3.454 3.097 1.483
O 5.011 1.679 -2.244
H -8.489 2.818 -0.269
H 3.029 -5.644 3.953
H 2.993 -0.574 3.783